Molecular formula: C19H33ClO9P
Method: DFT, ωB97M-V/def2-TZVPD

* HOMO energy: -2.33 eV
* net charge: -1
* gap between HOMO and LUMO: 0.15376 Ha
* E: -60477.978 eV

Each atom is followed by the atoms it is bonded to, with distances in Å.
Element x y z (Å)
1 H -3.362 -0.443 3.908  C2 1.102
2 C -2.721 0.378 3.547  H1 1.102, H16 1.102, H27 1.093, C57 1.528
3 C 0.315 -5.670 -0.470  H22 1.092, C32 1.521, C44 1.510, O59 1.444
4 O 3.295 1.650 -1.037  C38 1.185
5 H 0.485 4.684 2.865  C26 1.105
6 H -1.645 3.389 -0.633  C33 1.095
7 O 1.824 3.403 1.031  H45 0.969, P54 1.694
8 H -4.387 3.684 0.384  C17 1.106
9 Cl 1.320 4.498 -1.840  P54 2.226
10 H -0.543 5.522 0.120  C51 1.102
11 C 1.434 -5.480 -2.433  O18 1.357, O36 1.192, O59 1.356
12 H -1.146 -4.802 -1.832  C44 1.093
13 C 5.511 -2.214 -2.329  H30 1.089, H40 1.090, H55 1.091, C58 1.522
14 H -3.159 3.378 -1.505  C33 1.105
15 H 3.199 -1.296 -3.376  C21 1.093
16 H -3.396 1.075 3.023  C2 1.102
17 C -3.430 3.196 0.649  H8 1.106, C29 1.565, C33 1.548, H56 1.101
18 O 0.806 -4.294 -2.234  C11 1.357, C44 1.433
19 O -2.231 -0.540 1.365  C48 1.447, C57 1.376
20 H -1.742 -6.226 -0.041  C32 1.091
21 C 3.066 -1.474 -2.305  H15 1.093, H34 1.088, C58 1.510, O62 1.426
22 H 1.024 -5.308 0.278  C3 1.092
23 H -1.811 -1.299 -0.474  C48 1.106
24 H -0.630 -7.594 -0.184  C32 1.089
25 H -2.483 1.307 -2.054  C37 1.106
26 C -0.387 5.005 2.267  H5 1.105, C39 1.564, C51 1.565, H61 1.106
27 H -2.243 0.913 4.372  C2 1.093
28 H -0.478 1.423 0.030  C63 1.092
29 C -2.770 4.170 1.682  C17 1.565, C39 1.552, H41 1.109, H46 1.103
30 H 6.342 -1.526 -2.479  C13 1.089
31 H -0.436 -3.631 -0.697  C44 1.088
32 C -0.729 -6.570 0.172  C3 1.521, H20 1.091, H24 1.089, H35 1.089
33 C -2.634 2.919 -0.649  H6 1.095, H14 1.105, C17 1.548, C37 1.574
34 H 2.442 -2.354 -2.163  C21 1.088
35 H -0.619 -6.577 1.256  C32 1.089
36 O 2.190 -5.706 -3.326  C11 1.192
37 C -2.460 1.383 -0.951  H25 1.106, C33 1.574, H42 1.101, C63 1.569
38 C 3.447 0.515 -1.341  O4 1.185, O52 1.364, O62 1.357
39 C -1.368 3.787 2.228  C26 1.564, C29 1.552, H53 1.095, H60 1.108
40 H 5.884 -3.081 -1.783  C13 1.090
41 H -3.474 4.180 2.538  C29 1.109
42 H -3.306 0.789 -0.573  C37 1.101
43 H 4.255 -1.998 -0.582  C58 1.093
44 C -0.242 -4.526 -1.284  C3 1.510, H12 1.093, O18 1.433, H31 1.088
45 H 2.621 2.995 0.659  O7 0.969
46 H -2.749 5.208 1.311  C29 1.103
47 O -0.457 -0.237 2.855  C57 1.259
48 C -1.325 -0.608 0.239  O19 1.447, H23 1.106, H50 1.097, C63 1.542
49 H -0.536 0.450 -1.419  C63 1.100
50 H -0.368 -1.073 0.508  C48 1.097
51 C 0.177 5.629 0.948  H10 1.102, C26 1.565, P54 1.767
52 O 4.643 -0.140 -1.355  C38 1.364, C58 1.439
53 H -0.964 2.952 1.645  C39 1.095
54 P 1.672 4.931 0.316  O7 1.694, Cl9 2.226, C51 1.767
55 H 5.179 -2.575 -3.304  C13 1.091
56 H -3.682 2.226 1.104  C17 1.101
57 C -1.677 -0.139 2.559  C2 1.528, O19 1.376, O47 1.259
58 C 4.381 -1.540 -1.566  C13 1.522, C21 1.510, H43 1.093, O52 1.439
59 O 1.076 -6.372 -1.476  C3 1.444, C11 1.356
60 H -1.465 3.424 3.271  C39 1.108
61 H -0.874 5.833 2.814  C26 1.106
62 O 2.452 -0.323 -1.729  C21 1.426, C38 1.357
63 C -1.107 0.718 -0.518  H28 1.092, C37 1.569, C48 1.542, H49 1.100